Record 1
Here is a molecular structure, C5H4N2O at a distorted geometry from the OMol25 dataset. Energies are from the ωB97M-V functional and the def2-TZVPD basis.

The HOMO energy comes out at -10.22 eV. The energy above the lowest of the compared OMol25 structures with the same formula, charge and spin comes out at 6.108 eV. The total energy comes out at -10270.6543 eV. Its HOMO-LUMO gap is 9.35 eV.

The geometry in XYZ format:
```
12
Properties=species:S:1:pos:R:3:nbo_charge:R:1
C 0.0295 -0.8016 -0.4783 -0.005
C -0.3347 -0.2989 -1.8661 0.213
C -0.5717 -0.0129 0.7083 -0.188
C -1.7308 -0.3019 1.3898 -0.276
C 0.1956 1.0609 1.2173 0.238
H 1.8115 -2.1424 -0.8142 0.492
H -0.2525 -1.9586 -0.4231 0.226
H -2.0470 0.5922 2.0577 0.242
H -2.1764 -1.4193 1.5264 0.245
N -0.1108 0.4522 -2.8450 -0.250
N 0.9100 1.7028 2.1252 -0.253
O 1.4427 -1.0038 -0.3918 -0.683
```

=====

Record 2
Here is 2 unconnected molecules or ions with the total composition C5H4N2O at a distorted geometry from the OMol25 dataset. Energies are from the ωB97M-V functional and the def2-TZVPD basis.

The HOMO energy comes out at -10.96 eV. The energy above the lowest of the compared OMol25 structures with the same formula, charge and spin comes out at 7.558 eV. The total energy comes out at -10269.2041 eV. Its HOMO-LUMO gap is 10.43 eV.

The geometry in XYZ format:
```
12
Properties=species:S:1:pos:R:3:nbo_charge:R:1
C -3.0846 1.1594 -1.0241 -0.320
C -2.0825 0.6964 -0.5679 -0.008
C -0.2537 0.5699 0.4675 0.273
C 0.8528 -0.2549 0.3063 0.024
C 1.4693 -1.2025 -0.6339 -0.615
N -0.1844 1.2347 1.5573 -0.139
N 1.6182 0.0337 1.3012 -0.062
O 1.0480 0.9030 2.0615 -0.099
H -4.1362 1.2025 -1.1083 0.243
H 0.6673 -1.7363 -1.1137 0.227
H 2.0033 -0.7057 -1.3283 0.228
H 2.0826 -1.9001 0.0824 0.249
```